1.
Molecular formula: C26H80N8O14
Method: DFT, ωB97M-V/def2-TZVPD

```
128
Properties=species:S:1:pos:R:3
C -0.938 5.548 -2.117
O -0.513 4.221 -2.342
H -0.234 6.309 -2.565
H -0.918 5.796 -1.051
H -1.932 5.715 -2.504
H -0.568 3.857 -1.488
C -5.024 0.539 -0.944
O -4.423 1.366 -0.016
H -5.609 -0.209 -0.472
H -4.196 0.024 -1.477
H -5.612 1.068 -1.670
H -3.445 1.238 -0.089
C -0.205 -3.000 3.680
O 0.052 -2.253 2.485
H -0.189 -2.137 4.445
H 0.494 -3.777 3.814
H -1.212 -3.384 3.523
H 0.486 -1.430 2.674
C -2.411 -2.626 -1.604
O -1.792 -3.322 -2.652
H -3.254 -2.093 -2.039
H -1.740 -1.923 -1.203
H -2.744 -3.294 -0.797
H -0.894 -3.095 -2.610
C 1.575 0.461 3.950
O 1.671 -0.174 5.173
N 0.503 0.304 3.254
N 2.546 1.048 3.362
H -0.277 0.370 3.939
H 0.280 0.562 2.284
H 3.419 1.098 3.894
H 2.308 1.900 2.821
C -0.531 0.390 0.167
O -1.889 0.368 -0.075
N 0.066 1.303 0.830
N 0.319 -0.574 -0.047
H -0.490 2.205 0.787
H 1.065 1.405 0.908
H -0.062 -1.409 -0.575
H 1.324 -0.598 0.113
C 1.879 4.230 3.168
O 0.922 5.190 3.038
N 2.294 3.424 2.139
N 2.444 3.984 4.270
H 2.030 3.830 1.198
H 3.169 2.918 2.103
H 2.190 4.485 5.128
H 3.208 3.374 4.469
C 1.179 -2.577 -3.546
O 0.690 -2.049 -2.358
N 1.308 -3.799 -3.711
N 1.445 -1.901 -4.646
H 1.091 -4.414 -2.847
H 1.552 -4.216 -4.608
H 1.034 -0.969 -4.573
H 1.491 -2.320 -5.574
C -1.825 5.281 1.946
C -1.463 3.863 1.520
C -2.488 2.891 2.178
O -1.365 3.586 0.269
H -2.901 5.293 1.722
H -1.254 6.067 1.412
H -1.600 5.284 3.008
H -0.516 3.581 1.980
H -2.436 3.009 3.225
H -2.285 1.805 2.013
H -3.490 3.094 1.896
H -2.223 3.803 -0.138
C -4.854 -1.911 2.492
C -3.509 -1.472 1.952
C -2.759 -0.870 3.088
O -2.769 -2.365 1.494
H -5.416 -1.139 3.094
H -4.834 -2.727 3.197
H -5.587 -2.202 1.748
H -3.566 -0.711 1.196
H -2.343 -1.548 3.879
H -3.360 -0.098 3.586
H -1.896 -0.293 2.739
H -1.881 -2.023 1.490
C 3.766 -1.721 -0.272
C 3.310 -1.284 1.099
C 4.427 -1.371 2.187
O 2.856 -0.116 1.102
H 2.898 -1.804 -0.882
H 4.342 -2.612 -0.366
H 4.396 -1.001 -0.819
H 2.602 -2.053 1.406
H 5.177 -0.563 1.945
H 4.857 -2.366 2.177
H 4.034 -1.154 3.170
H 2.636 0.074 2.049
C -2.093 1.455 -5.329
C -0.923 1.148 -4.340
C -1.321 0.405 -3.096
O 0.020 0.556 -4.889
H -2.432 0.571 -5.750
H -1.651 2.179 -6.010
H -2.950 1.855 -4.764
H -0.483 2.098 -3.993
H -2.144 0.874 -2.542
H -0.381 0.423 -2.506
H -1.600 -0.616 -3.298
H 0.042 0.823 -5.833
C 4.226 1.104 -2.067
C 2.731 1.051 -2.305
C 2.086 2.224 -1.643
O 2.441 1.016 -3.507
H 4.457 1.062 -0.984
H 4.533 2.013 -2.496
H 4.766 0.315 -2.607
H 2.284 0.177 -1.782
H 0.988 2.175 -1.910
H 2.492 3.177 -1.983
H 2.253 2.223 -0.535
H 1.516 1.004 -3.629
C 1.225 -6.563 -0.039
C 0.382 -5.365 -0.449
C 1.051 -4.066 -0.025
O 0.073 -5.337 -1.650
H 2.096 -6.631 -0.705
H 0.677 -7.511 -0.007
H 1.585 -6.488 0.990
H -0.633 -5.455 -0.012
H 1.880 -3.711 -0.624
H 1.288 -4.074 1.000
H 0.371 -3.224 -0.117
H -0.464 -6.104 -1.762
```

- Highest occupied orbital energy: -8.6 eV
- Energy above the lowest of the compared OMol25 structures with the same formula, charge and spin: 28.4 kcal per mole
- DFT total energy: -68836.422 eV
- LUMO level: -0.2065 eV

Here are the Mulliken charges for atoms 1 to 99, given in e: -0.641, -0.358, 0.279, 0.091, 0.304, 0.440, -0.404, -0.597, 0.218, -0.157, 0.336, 0.231, -1.109, -0.027, 0.349, 0.274, 0.330, 0.125, 0.526, -0.625, 0.464, -0.981, 0.297, -0.070, 0.275, -0.824, 0.508, 0.271, 0.317, 0.368, 0.346, -0.520, -0.769, 1.187, 2.409, 1.788, -0.952, -0.545, -2.224, -0.224, 0.227, -0.671, -0.434, -0.183, 0.114, 0.467, 0.301, 0.149, 0.175, 0.732, -0.243, -0.396, 0.136, 0.211, 0.167, 0.261, -1.589, 0.688, -1.388, -0.750, 0.447, 0.356, 0.398, -0.825, 0.579, -0.021, 0.544, 0.448, -1.904, 1.758, -0.547, -0.536, 0.354, 0.448, 0.412, -0.366, 0.321, 0.594, -0.552, -0.121, -1.038, 1.970, -1.537, -0.190, -0.239, 0.510, 0.253, -0.757, 0.251, 0.445, 0.443, -0.408, -1.733, 0.100, 0.267, -0.401, 0.433, 0.561, 0.310


2.
Molecular formula: C26H81N3O13
Method: DFT, ωB97M-V/def2-TZVPD

```
123
Properties=species:S:1:pos:R:3
C 5.379 1.147 1.801
C 4.396 1.525 0.716
C 3.565 2.751 1.091
O 5.085 1.787 -0.511
H 5.935 2.022 2.153
H 6.126 0.469 1.382
H 4.908 0.635 2.637
H 3.675 0.725 0.549
H 2.695 2.853 0.444
H 4.147 3.677 1.115
H 3.209 2.640 2.125
H 5.674 2.535 -0.364
C 1.070 -0.824 -0.929
C 0.326 0.209 -0.117
C 0.306 1.553 -0.854
O -1.013 -0.272 0.074
H 2.138 -0.578 -0.944
H 0.743 -0.870 -1.968
H 1.029 -1.794 -0.424
H 0.826 0.360 0.848
H 1.278 1.834 -1.268
H 0.049 2.353 -0.146
H -0.466 1.578 -1.626
H -1.521 0.542 0.299
C -1.047 -3.502 -3.272
C -2.448 -2.920 -3.161
C -3.250 -3.596 -2.060
O -4.485 -2.943 -1.973
C -5.163 -3.132 -0.755
N -2.352 -1.468 -2.889
H -1.099 -4.592 -3.244
H -0.396 -3.111 -2.489
H -0.597 -3.215 -4.225
H -2.987 -3.031 -4.104
H -2.681 -3.487 -1.121
H -3.348 -4.674 -2.253
H -5.995 -2.423 -0.741
H -4.524 -2.891 0.100
H -5.614 -4.127 -0.674
H -3.296 -1.124 -2.736
H -1.921 -1.341 -1.970
C -4.220 0.976 -0.768
C -4.056 1.308 0.702
C -4.224 0.163 1.673
O -5.602 -0.146 1.739
C -5.835 -1.335 2.464
N -2.706 1.919 0.858
H -4.045 1.868 -1.370
H -5.185 0.525 -1.004
H -3.491 0.231 -1.104
H -4.796 2.084 0.941
H -3.918 0.473 2.681
H -3.649 -0.703 1.316
H -6.892 -1.579 2.421
H -5.514 -1.204 3.506
H -5.235 -2.143 2.031
H -2.693 2.801 0.340
H -2.604 2.199 1.833
C 1.360 -2.948 6.636
C 0.570 -2.705 5.346
C 1.349 -1.902 4.352
O 1.361 -0.550 4.726
C 2.196 0.219 3.883
N 0.180 -4.001 4.751
H 0.737 -3.501 7.339
H 1.625 -1.986 7.081
H 2.290 -3.482 6.435
H -0.319 -2.137 5.656
H 0.902 -2.044 3.352
H 2.375 -2.296 4.252
H 3.163 -0.287 3.774
H 2.311 1.195 4.345
H 1.727 0.326 2.897
H -0.276 -3.835 3.852
H -0.590 -4.349 5.316
C -0.762 0.946 -4.995
O -0.432 -0.372 -4.605
H -0.041 1.282 -5.736
H -1.768 1.013 -5.428
H -0.760 1.613 -4.126
H -1.151 -0.726 -4.042
C 2.402 -2.153 -4.497
O 1.510 -2.219 -5.591
H 3.018 -1.249 -4.531
H 1.875 -2.184 -3.534
H 3.032 -3.041 -4.529
H 0.844 -1.528 -5.471
C 4.098 -2.044 0.519
O 5.419 -2.207 0.989
H 4.112 -1.555 -0.450
H 3.568 -2.999 0.386
H 3.481 -1.494 1.244
H 5.391 -2.785 1.756
C 0.908 4.203 -3.538
O 0.103 5.364 -3.840
H 0.262 3.340 -3.674
H 1.785 4.142 -4.185
H 1.286 4.310 -2.527
H -0.367 5.171 -4.656
C 0.312 4.154 2.488
O 0.747 3.587 3.695
H -0.579 3.668 2.091
H 0.136 5.236 2.539
H 1.042 4.036 1.670
H 1.558 4.026 3.964
C -1.113 -2.914 1.602
O -1.595 -4.059 2.309
H -0.047 -3.024 1.349
H -1.641 -2.762 0.662
H -1.149 -2.020 2.217
H -1.342 -4.838 1.807
C -1.305 5.391 -0.839
O -2.383 4.641 -0.252
H -1.538 5.529 -1.886
H -1.249 6.353 -0.322
H -0.326 4.929 -0.686
H -2.545 4.938 0.647
C 3.299 1.442 -3.391
O 3.562 2.666 -2.729
H 2.224 1.334 -3.579
H 3.812 1.389 -4.355
H 3.606 0.576 -2.796
H 4.048 2.458 -1.918
```

- Highest occupied orbital energy: -9.2 eV
- Energy above the lowest of the compared OMol25 structures with the same formula, charge and spin: 0.0 kcal per mole
- DFT total energy: -59359.415 eV
- LUMO level: 0.3417 eV

Here are the Mulliken charges for atoms 1 to 99, given in e: -1.452, 2.180, -1.012, -0.670, 0.453, 0.410, 0.132, -1.049, -0.024, 0.456, 0.201, 0.356, 0.327, 1.386, -0.354, 0.479, -0.289, -0.425, 0.176, -0.696, -0.246, 0.028, 0.168, -0.310, -1.068, 0.161, -0.202, -0.360, -0.361, -0.310, 0.511, -0.107, 0.326, 0.422, -0.202, 0.479, 0.275, -0.090, 0.357, 0.379, -0.311, -1.297, 0.151, -0.063, -0.382, -0.605, -0.469, 0.423, 0.446, -0.131, 0.538, 0.549, -0.201, 0.235, 0.312, 0.178, 0.048, 0.191, -1.477, 0.573, 0.115, -0.435, 0.130, -0.790, 0.396, 0.316, 0.313, 0.238, -0.315, 0.253, 0.291, 0.160, -0.257, 0.286, 0.292, -0.328, -0.425, 0.278, 0.371, -0.228, 0.338, -0.204, -0.580, 0.097, -0.081, 0.399, 0.386, -0.352, -0.557, 0.159, 0.480, 0.010, 0.314, -0.099, -0.577, -0.097, 0.329, 0.134, 0.306


3.
Molecular formula: C27H106CrN6O32S2
Method: DFT, ωB97M-V/def2-TZVPD

```
174
Properties=species:S:1:pos:R:3
Cr -0.551 -3.782 -0.955
S 1.676 -6.225 -1.772
O 0.754 -5.114 -1.608
O 2.252 -6.608 -0.505
O 1.048 -7.329 -2.472
O 2.777 -6.032 -2.737
S -0.136 -6.017 1.545
O 1.281 -5.834 1.814
O -0.913 -6.265 2.815
O -0.679 -4.901 0.782
O -0.248 -7.251 0.807
C 0.499 -0.078 -0.947
C 1.206 -0.951 0.060
C 0.851 -0.381 1.484
O 0.883 -2.350 0.011
H -0.544 -0.360 -0.797
H 0.819 -0.349 -1.953
H 0.589 0.992 -0.761
H 2.269 -0.776 -0.104
H 1.219 0.644 1.531
H 1.296 -0.808 2.383
H -0.239 -0.391 1.482
O -2.207 -5.087 -1.646
H -3.069 -4.655 -1.807
C 3.411 -1.387 -4.938
C 3.805 -2.864 -4.622
C 5.175 -3.102 -3.934
O 6.206 -2.769 -4.814
C 7.398 -2.291 -4.149
N 2.820 -3.280 -3.679
H 2.442 -1.248 -5.418
H 4.165 -1.101 -5.672
H 3.472 -0.860 -3.986
H 3.674 -3.381 -5.572
H 5.333 -4.096 -3.514
H 5.254 -2.526 -3.013
H 8.144 -2.075 -4.913
H 7.805 -3.154 -3.622
H 7.185 -1.473 -3.461
H 2.980 -4.277 -3.677
H 3.109 -3.054 -2.738
C -2.146 -0.235 -3.312
C -3.087 -1.329 -3.829
C -4.339 -1.340 -2.822
O -5.485 -2.142 -3.178
C -5.179 -3.458 -3.454
N -3.489 -1.185 -5.196
H -1.220 -0.324 -3.881
H -1.965 -0.357 -2.244
H -2.597 0.746 -3.464
H -2.614 -2.307 -3.747
H -4.770 -0.359 -2.619
H -3.969 -1.664 -1.849
H -4.714 -3.821 -2.538
H -4.516 -3.560 -4.313
H -6.042 -4.081 -3.690
H -3.915 -2.062 -5.460
H -4.274 -0.549 -5.174
C 1.287 8.349 1.566
C 0.345 7.370 2.182
C -0.058 6.177 1.143
O 0.542 4.966 1.515
C -0.223 3.835 1.081
N 0.913 7.087 3.508
H 0.734 9.002 0.891
H 2.126 7.906 1.031
H 1.620 9.110 2.272
H -0.620 7.829 2.399
H 0.217 6.453 0.125
H -1.132 6.081 1.306
H 0.186 2.982 1.623
H -0.183 3.663 0.005
H -1.230 3.896 1.496
H 1.370 6.188 3.561
H 0.130 6.836 4.094
C -4.511 0.309 2.597
C -4.238 -0.601 1.433
C -5.592 -0.823 0.723
O -6.322 0.356 0.432
C -7.379 0.188 -0.529
N -3.208 -0.036 0.580
H -4.733 1.349 2.358
H -3.572 0.363 3.147
H -5.254 -0.111 3.275
H -3.830 -1.520 1.852
H -6.320 -1.539 1.105
H -5.281 -1.332 -0.189
H -7.086 -0.174 -1.514
H -7.941 1.122 -0.571
H -8.171 -0.502 -0.236
H -3.658 0.690 0.041
H -2.484 0.473 1.067
C -0.661 3.043 4.876
C -1.412 4.375 5.102
C -2.796 4.019 5.584
O -3.532 5.202 5.883
C -4.731 4.918 6.521
N -0.686 5.190 6.081
H 0.135 3.031 4.131
H -1.226 2.214 4.451
H -0.162 2.787 5.811
H -1.478 4.929 4.166
H -2.587 3.381 6.443
H -3.278 3.345 4.876
H -5.448 5.722 6.690
H -4.524 4.540 7.522
H -5.345 4.119 6.106
H -0.616 4.882 7.040
H -1.263 5.995 6.279
C 5.740 1.095 -2.000
C 4.558 1.909 -1.630
C 3.432 1.828 -2.697
O 2.413 2.854 -2.403
C 1.285 2.663 -3.258
N 4.098 1.353 -0.326
H 5.543 0.035 -1.838
H 6.546 1.229 -1.279
H 5.940 1.085 -3.071
H 4.802 2.970 -1.585
H 2.955 0.849 -2.656
H 3.862 1.970 -3.688
H 0.345 3.136 -2.974
H 0.948 1.628 -3.191
H 1.481 2.829 -4.318
H 3.863 0.372 -0.284
H 3.201 1.675 0.007
O 5.643 -2.214 4.212
H 5.979 -1.759 3.439
H 5.764 -3.142 4.014
O 0.582 -1.903 5.386
H 0.507 -2.424 4.587
H 0.807 -1.024 5.079
O -2.196 -2.543 -0.061
H -3.136 -2.720 -0.012
H -2.096 -1.670 0.319
O 4.965 -2.199 0.376
H 5.852 -2.169 0.020
H 4.982 -1.591 1.116
O -3.909 2.328 -0.750
H -4.370 3.068 -0.355
H -4.457 2.072 -1.492
O 3.093 -4.303 0.286
H 3.799 -3.661 0.202
H 2.298 -3.814 0.072
O -1.823 5.051 -2.115
H -2.185 5.925 -2.264
H -2.295 4.723 -1.350
O 1.368 1.059 -6.653
H 1.182 1.035 -7.591
H 0.509 0.992 -6.236
O -0.214 -2.773 -2.968
H 0.672 -2.849 -3.324
H -0.750 -2.502 -3.713
O -2.242 3.378 -4.487
H -1.935 2.520 -4.195
H -1.920 3.988 -3.823
O -2.313 -4.202 2.858
H -2.182 -5.131 3.049
H -2.023 -4.100 1.952
O 3.570 0.294 6.717
H 2.751 -0.117 6.993
H 3.868 0.777 7.488
O -4.325 -4.405 0.106
H -4.303 -4.725 1.008
H -3.482 -4.669 -0.262
O 3.260 -4.432 2.891
H 2.384 -4.045 2.903
H 3.698 -4.057 3.655
O 0.650 -3.239 3.040
H 0.725 -2.856 2.167
H -0.178 -3.720 3.021
O 5.456 0.280 1.901
H 6.288 0.267 1.427
H 4.944 0.964 1.469
```

- Multiplicity: 5
- Highest occupied orbital energy (spin up / spin down): 3.6 / 3.5 eV
- Expectation value of S²: 6.04
- DFT total energy: -154258.656 eV
- Net charge: -4
- LUMO level (spin up / spin down): 5.7177 / 5.6506 eV

Here are the Mulliken charges for atoms 1 to 99, given in e: 0.486, 1.351, -0.610, -0.668, -0.877, -1.000, 1.953, -0.567, -1.007, -0.870, -0.743, 1.657, 2.287, -1.962, 1.624, -2.403, -0.085, 0.314, -1.591, 0.182, 0.390, 0.343, -1.048, -0.080, -1.247, 0.111, -0.226, -0.395, -0.616, -0.034, 0.417, 0.424, -0.199, 0.493, 0.645, -0.063, 0.256, 0.361, 0.092, 0.103, -0.146, -0.829, 0.132, 0.668, -0.537, -0.202, -0.716, 0.521, -0.317, 0.207, 0.171, 0.032, -0.588, -0.043, 0.144, 0.337, 0.463, 0.384, -1.606, 0.409, -0.715, -0.440, -0.301, -0.734, 0.391, 0.300, 0.472, 0.221, 0.215, 0.547, -0.197, 0.403, 0.375, 0.318, 0.248, -1.917, 0.988, -0.247, -0.197, -1.009, 0.011, 0.219, 0.564, 0.490, -0.152, 0.689, -0.117, 0.256, 0.316, 0.350, -0.125, -0.106, -1.715, 1.586, -1.089, -0.180, -1.009, -0.831, 0.278